ORCA calculation (the ωB97M-V functional and the def2-TZVPD basis) on a 2-piece molecular cluster, C4H14N2O2 overall in a non-equilibrium geometry.

Geometry as XYZ:
```
22
Properties=species:S:1:pos:R:3:forces:R:3
C 0.637 -0.841 2.357 -0.167 -0.852 0.427
C 0.363 -0.596 0.883 -0.039 0.146 -0.903
C 1.253 0.539 0.317 0.183 -0.151 0.694
N 2.545 0.115 -0.163 0.594 -0.069 -0.350
N -1.042 -0.413 0.558 0.114 0.260 0.397
C -1.698 0.844 0.569 -0.579 -0.703 -0.591
O -2.135 1.228 -0.747 -0.154 0.109 -0.122
H 1.581 -1.365 2.489 0.295 0.155 -0.016
H 0.637 0.026 3.012 -0.018 0.396 -0.243
H -0.115 -1.519 2.764 -0.087 -0.025 -0.095
H 0.653 -1.497 0.332 0.038 -0.043 0.141
H 0.756 1.091 -0.475 -0.426 -0.009 -0.071
H 1.419 1.221 1.157 0.043 0.285 -0.301
H 2.629 -0.809 -0.559 -0.251 0.026 0.085
H 3.349 0.340 0.392 -0.077 -0.023 0.239
H -1.517 -1.179 0.121 -0.093 -0.026 0.051
H -1.018 1.593 0.928 0.350 0.379 0.201
H -2.582 0.842 1.203 -0.162 0.019 0.243
H -3.096 1.135 -0.814 0.444 0.051 0.121
O 0.107 -0.742 -3.281 -0.119 0.377 0.783
H -0.592 -0.839 -2.619 -0.128 -0.228 -0.292
H 0.558 0.024 -2.896 0.239 -0.077 -0.399
```
Positions in Å, forces in eV/Å.

The calculated total energy is -11449.4467 eV. For the HOMO-LUMO gap, the calculation gives 9.38 eV. The value obtained for the relative energy (zero: lowest compared OMol25 entry of this formula, charge and spin) is 120.0 kJ/mol. The value obtained for the HOMO energy is -0.316 Ha. As for the SMILES: C[C@H](CN)NCO.O. Its lowest unoccupied orbital energy is 0.790 eV.